[1]
A single C6H13NOS molecule. Source: the Open Molecules 2025 dataset; level of theory: ωB97M-V/def2-TZVPD.

Values from the calculation:
Highest occupied orbital energy (alpha / beta) in eV: -6.39 / -7.38
Orbital gap (alpha / beta) in Eh: 0.234 / 0.295
LUMO (alpha / beta) in eV: -0.04 / 0.66

Element x y z (Å)
1 S 1.77048 -0.67311 0.68068
2 O 2.15616 -1.31434 -0.56408
3 N -2.42127 -0.08457 -0.14555
4 C -0.51316 -1.75911 -0.47884
5 C 0.15113 -1.71940 0.96360
6 C 1.10257 0.88998 0.21739
7 C 0.47313 1.72562 1.26367
8 C 1.22420 1.44976 -1.15872
9 C -1.34538 -0.53815 -0.83603
10 H -1.25400 -2.67313 -0.44247
11 H 1.53614 2.52490 -1.28891
12 H -2.37058 -0.53876 0.82470
13 H 0.60526 2.87382 1.08946
14 H -1.17227 -0.17369 -1.82196
15 H 0.19610 -1.85834 -1.15571
16 H -0.65887 1.72042 1.08864
17 H 0.67403 1.31266 2.30575
18 H -0.49689 -1.56973 1.75073
19 H 1.98947 0.81341 -1.80834
20 H 0.25264 1.28918 -1.69183
21 H 0.60429 -2.69817 1.34809
22 H -2.50316 1.00077 -0.14024

[2]
2 unconnected molecules or ions with the total composition C6H13NOS2. Source: the Open Molecules 2025 dataset; level of theory: ωB97M-V/def2-TZVPD.

Values from the calculation:
Highest occupied orbital energy (alpha / beta) in eV: -8.63 / -9.20
Orbital gap (alpha / beta) in Eh: 0.305 / 0.304
LUMO (alpha / beta) in eV: -0.32 / -0.94

Element x y z (Å)
1 S -0.78502 -2.61551 1.74646
2 S -1.06183 -0.47042 -0.43724
3 O -0.69369 -3.62886 0.68627
4 N -1.79964 0.61096 2.64966
5 C 0.75472 -0.09126 -0.95486
6 C 0.48690 0.55046 -2.28042
7 C 1.51633 0.82292 0.05953
8 C -2.33255 1.49398 1.72430
9 C 1.58453 -1.39722 -1.16636
10 C -0.96698 -1.15952 1.16567
11 H 0.11084 1.59492 -1.93940
12 H 1.73527 -1.99340 -0.26609
13 H 1.31757 0.75565 -2.95085
14 H -2.13563 0.99943 0.78816
15 H 0.97796 -2.07884 -1.85509
16 H -0.87213 0.82120 2.98764
17 H 1.64434 1.88598 -0.12146
18 H 2.54096 0.41730 -0.03575
19 H -0.38334 0.00184 -2.78350
20 H 1.00422 0.67833 1.03362
21 H -1.81305 2.46018 1.70902
22 H 2.51615 -1.17800 -1.56052
23 H -3.34593 1.51989 1.80120

[3]
A single C6H13NOSi molecule. Source: the Open Molecules 2025 dataset; level of theory: ωB97M-V/def2-TZVPD.

Values from the calculation:
Highest occupied orbital energy in eV: -9.35
Structure (SMILES): C=C(C(N)=O)[Si](C)(C)C
Orbital gap in Eh: 0.375
LUMO in eV: 0.85

Element x y z (Å)
1 Si 0.94132 -0.00198 0.05208
2 O -1.80823 1.30381 1.70430
3 N -2.72051 1.04355 -0.40692
4 C 1.51894 -0.32264 1.76974
5 C -0.86277 -0.39786 0.13554
6 C -1.87206 0.77935 0.64148
7 C 1.64550 -1.31446 -1.07955
8 C -1.51840 -1.47433 -0.19681
9 C 1.05246 1.70481 -0.63118
10 H -3.32830 1.85012 -0.34020
11 H 0.91893 1.86226 -1.78135
12 H 2.62100 -1.08060 -1.63506
13 H 2.17301 0.48853 1.99037
14 H 1.96479 2.20202 -0.45172
15 H 2.14859 -1.20102 1.98533
16 H -2.65612 -1.70392 -0.18501
17 H 0.30082 2.36105 -0.10378
18 H -1.02694 -2.41118 -0.49972
19 H 0.67028 -0.23739 2.42860
20 H -2.97822 0.33388 -1.05091
21 H 1.08381 -1.62137 -1.88807
22 H 1.73209 -2.16261 -0.45715